*1*
Here is a cluster of 3 separate species, C4H16NO2 in total from the OMol25 dataset. Energies are from wB97M-V/def2-TZVPD.

## Properties
spin multiplicity = 1
HOMO level = -14.96 eV
LUMO = -2.9 eV
charge = +1

Last column: Mulliken charge in e.
Geometry (Å):
1 C -0.5265 -0.6093 0.9362  -0.86
2 C -0.8316 -1.4061 -0.3459  -0.48
3 C -1.5968 -0.5222 -1.3914  -0.41
4 C -0.8571 0.7292 -1.8882  -0.96
5 N 0.8869 -0.0673 0.9957  -0.20
6 H -1.2379 0.1697 1.1438  0.37
7 H -0.5874 -1.3450 1.7582  0.44
8 H -0.0215 -1.9203 -0.8680  0.35
9 H -1.5054 -2.1911 -0.0076  0.29
10 H -1.8015 -1.2027 -2.2386  0.33
11 H -2.4863 -0.1282 -0.8910  0.28
12 H -0.6693 1.2713 -0.9547  0.25
13 H -1.5281 1.3321 -2.4953  0.34
14 H 0.1194 0.6098 -2.3219  0.23
15 H 1.5407 -0.8308 1.1564  0.38
16 H 0.9451 0.8348 1.5037  0.40
17 H 1.2812 0.2866 0.0899  0.35
18 H 3.2540 0.1089 -1.5443  0.31
19 H 1.9517 -0.6983 -1.7787  0.28
20 O 2.4776 -0.2500 -1.1106  -0.64
21 H 0.3315 2.6504 3.5612  0.30
22 H 0.5291 1.2958 3.7223  0.32
23 O 0.3323 1.8827 2.9690  -0.67

=====

*2*
Here is a cluster of 3 separate species, C4H16NO2 in total from the OMol25 dataset. Energies are from wB97M-V/def2-TZVPD.

## Properties
spin multiplicity = 1
HOMO level = -15.44 eV
LUMO = -3.0 eV
charge = +1

Last column: Mulliken charge in e.
Geometry (Å):
1 C -0.4000 0.3057 -0.2843  -0.95
2 C -1.9097 0.1344 -0.3312  0.81
3 C -2.6202 1.4102 0.1446  -1.52
4 C -2.3099 -0.1527 -1.7832  -1.60
5 N 0.2816 -1.0378 -0.0135  -0.22
6 H 0.0307 0.6499 -1.2193  0.37
7 H -0.0163 0.9343 0.5235  0.43
8 H -2.2226 -0.7081 0.2808  0.31
9 H -1.9712 2.2822 -0.0011  0.38
10 H -3.5104 1.6214 -0.4324  0.39
11 H -2.8189 1.3824 1.2168  0.36
12 H -2.2472 0.7604 -2.3822  0.41
13 H -3.3450 -0.4765 -1.8604  0.42
14 H -1.7215 -0.8786 -2.3232  0.40
15 H 0.2413 -1.2991 0.9685  0.33
16 H -0.1912 -1.7533 -0.5771  0.38
17 H 1.2737 -0.9888 -0.3543  0.34
18 H 3.6070 -1.1399 -0.3272  0.31
19 H 3.3022 -0.1764 0.7975  0.37
20 O 2.9526 -0.4787 -0.0641  -0.69
21 H 4.6345 0.6445 2.5845  0.33
22 H 4.5678 -0.7817 3.1128  0.32
23 O 4.3925 -0.2536 2.3246  -0.67

=====

*3*
Here is a cluster of 3 separate species, C4H16NO2 in total from the OMol25 dataset. Energies are from wB97M-V/def2-TZVPD.

## Properties
spin multiplicity = 1
HOMO level = -14.76 eV
LUMO = -3.1 eV
charge = +1

Last column: Mulliken charge in e.
Geometry (Å):
1 C 0.6293 -0.8008 -1.3271  -0.56
2 C -0.2672 0.3710 -1.9915  -0.84
3 C -1.7204 0.4574 -1.5013  -0.24
4 C -2.0357 1.8950 -0.8398  -1.26
5 N 0.6588 -0.6090 0.1756  -0.15
6 H -0.0233 -1.8357 -1.5017  0.31
7 H 1.5418 -0.7095 -1.9036  0.38
8 H 0.0623 1.3653 -1.7014  0.44
9 H -0.0851 0.4492 -3.0417  0.45
10 H -2.4315 0.2785 -2.3217  0.39
11 H -1.8796 -0.2416 -0.6599  0.15
12 H -1.6384 1.9888 0.1423  0.32
13 H -3.0612 2.1553 -0.8869  0.42
14 H -1.8185 2.8483 -1.5056  0.31
15 H 1.3832 -1.1763 0.7503  0.21
16 H -0.0493 -0.8851 0.7554  0.32
17 H 0.8853 0.3473 0.2526  0.35
18 H 3.5357 -2.2844 2.6796  0.31
19 H 3.8054 -1.2625 1.6771  0.33
20 O 3.0604 -1.8108 2.0297  -0.65
21 H -0.6463 0.6614 3.2382  0.30
22 H -1.5106 0.0206 2.1442  0.33
23 O -0.8501 0.6868 2.2968  -0.62

=====

Result of the stability comparison: *3* is the least stable of them.

=====

*1*
Here is the ion C4H3O2 with charge +1 from the OMol25 dataset. Energies are from wB97M-V/def2-TZVPD.

## Properties
spin multiplicity = 1
HOMO level = -17.10 eV
LUMO = -5.9 eV
charge = +1

Last column: Mulliken charge in e.
Geometry (Å):
1 C 0.5338 -0.1504 0.2451  0.10
2 C -1.1268 0.5822 -1.3155  0.33
3 C -0.2428 -0.5379 -1.0564  -0.12
4 C -0.0266 1.0102 -0.6034  -0.17
5 O 1.8488 -0.1786 0.3108  -0.38
6 O 0.0866 0.5033 -1.9627  -0.06
7 H 0.1117 -0.2936 1.1247  0.55
8 H -2.2332 0.7355 -1.8487  0.38
9 H 2.0688 -0.5905 1.1063  0.37

=====

*2*
Here is a cluster of 2 separate species, C4H3O2 in total from the OMol25 dataset. Energies are from wB97M-V/def2-TZVPD.

## Properties
spin multiplicity = 1
HOMO level (spin up / spin down) = -15.34 / -15.86 eV
LUMO (spin up / spin down) = -7.5 / -6.4 eV
charge = +1

Last column: Mulliken charge in e.
Geometry (Å):
1 C 0.9377 1.8030 -1.8128  -0.18
2 C 0.6116 1.2004 -0.8307  -0.16
3 C 0.2235 -1.6513 1.0515  -0.24
4 C -1.5019 0.1928 0.6776  0.72
5 O -2.3513 0.9375 0.5847  -0.14
6 O -0.5926 -0.5348 0.7384  -0.01
7 H 1.4740 1.6264 -2.7209  0.31
8 H 0.4647 -1.5715 2.1240  0.34
9 H 0.7342 -2.0025 0.1881  0.36

=====

Result of the stability comparison: *2* is the least stable of them.

=====

*1*
Here is a structure of composition C16H48O8 from the OMol25 dataset. Energies are from wB97M-V/def2-TZVPD.

## Properties
spin multiplicity = 1
HOMO level = -8.71 eV
LUMO = 0.3 eV

Last column: Mulliken charge in e.
Geometry (Å):
1 C 24.3270 2.5950 10.3210  0.71
2 C 25.6000 1.8350 10.5790  -1.19
3 O 26.0110 1.8760 11.9420  -0.66
4 H 23.9250 2.4960 9.2250  -0.61
5 H 24.5930 3.7410 10.7720  0.52
6 H 23.4670 2.3750 10.8740  -0.12
7 H 26.5350 2.2280 9.8580  0.06
8 H 25.4350 0.8710 10.1750  0.90
9 H 26.8110 1.2240 11.9580  0.41
10 C 20.1320 6.8890 6.6180  -1.63
11 C 20.8640 6.4810 7.9080  -0.19
12 O 21.9300 5.5820 7.6650  -0.43
13 H 20.6610 7.3020 5.8340  0.40
14 H 19.2660 7.2750 6.8090  0.53
15 H 19.6980 5.9680 6.1340  0.33
16 H 20.1400 6.0580 8.5670  0.27
17 H 21.2020 7.1560 8.4930  0.36
18 H 22.2040 5.3710 8.3800  0.35
19 C 24.3570 2.1630 7.5230  -0.15
20 C 24.1840 1.2320 6.3860  -0.77
21 O 25.4500 0.5150 6.0300  -0.58
22 H 24.8090 3.1470 7.1360  0.21
23 H 25.0620 1.7390 8.2730  0.02
24 H 23.4530 2.4300 8.0860  0.20
25 H 23.6700 1.6510 5.5550  0.42
26 H 23.6060 0.4330 6.6530  0.35
27 H 25.7570 -0.2840 6.6260  0.30
28 C 22.5340 1.5560 14.0530  -0.75
29 C 22.6510 0.1480 13.6270  -0.07
30 O 22.5230 -0.7800 14.7160  -0.55
31 H 22.7770 2.3390 13.3470  0.15
32 H 23.0720 1.9220 15.0480  0.26
33 H 21.4790 1.6900 14.1650  0.28
34 H 23.7870 -0.0510 13.4170  0.10
35 H 22.1480 -0.1580 12.6540  0.28
36 H 22.4920 -1.7470 14.4500  0.31
37 C 27.3870 4.9640 9.0280  -0.61
38 C 27.5050 4.0080 10.2020  -0.58
39 O 26.2060 3.6850 10.6080  -0.56
40 H 28.4990 5.1300 8.6250  0.31
41 H 26.6840 5.9500 9.0640  -0.06
42 H 26.7760 4.5960 8.1810  0.17
43 H 28.0680 4.5500 11.0870  0.22
44 H 27.9460 3.1420 9.9760  0.61
45 H 26.2700 3.0930 11.3350  0.68
46 C 20.6450 7.2140 13.0430  -0.84
47 C 20.0390 8.1410 11.9640  -0.27
48 O 20.8260 9.2540 11.8580  -0.55
49 H 20.0300 6.2320 13.0260  0.31
50 H 20.5370 7.5390 14.0710  0.35
51 H 21.4350 6.9050 12.7630  0.10
52 H 19.1660 8.5890 12.1820  0.56
53 H 19.8500 7.5890 11.0590  0.14
54 H 20.1950 9.9130 11.4000  0.30
55 C 25.2410 7.8250 10.7730  -1.21
56 C 23.7970 8.3790 10.8630  0.17
57 O 23.5450 8.8440 12.2060  -0.61
58 H 25.9180 8.5470 11.3810  0.31
59 H 25.4910 7.7810 9.6820  0.22
60 H 25.3850 7.0170 11.3040  0.36
61 H 22.9670 7.8280 10.3400  0.03
62 H 23.6580 9.5220 10.5160  0.33
63 H 22.6400 9.2370 12.0740  0.41
64 C 21.5710 4.4810 10.9030  -1.22
65 C 22.9480 4.0900 10.8990  0.70
66 O 23.5090 4.6660 9.7530  -0.02
67 H 20.9280 3.9330 10.0790  0.09
68 H 21.2940 5.4970 11.1660  -0.14
69 H 21.1980 3.9630 11.7590  0.56
70 H 23.1330 3.0810 10.9530  -0.18
71 H 23.5120 4.6390 11.7830  0.04
72 H 24.4480 4.5220 9.8790  -0.09

=====

*2*
Here is a cluster of 8 separate species, C16H48O8 in total from the OMol25 dataset. Energies are from wB97M-V/def2-TZVPD.

## Properties
spin multiplicity = 1
HOMO level = -9.68 eV
LUMO = 0.4 eV
SMILES = CCO.CCO.CCO.CCO.CCO.CCO.CCO.CCO

Last column: Mulliken charge in e.
Geometry (Å):
1 C -4.2777 -2.2611 -1.9364  -0.94
2 C -3.2524 -2.9893 -1.0157  -0.01
3 O -1.9149 -2.5495 -1.2712  -0.42
4 H -4.4203 -1.2043 -1.7081  0.20
5 H -5.2183 -2.8107 -1.8861  0.40
6 H -3.9923 -2.2460 -2.9876  0.21
7 H -3.2614 -4.0359 -1.3264  0.35
8 H -3.5014 -2.9807 0.0435  -0.01
9 H -1.3986 -3.2257 -1.7140  0.20
10 C -2.7783 2.0248 -2.3869  -0.29
11 C -4.1075 2.4561 -2.7644  -0.51
12 O -4.1664 3.8594 -2.9614  -0.55
13 H -2.7239 0.9336 -2.3631  -0.08
14 H -2.3422 2.3868 -1.4567  0.27
15 H -2.0904 2.1912 -3.2197  0.20
16 H -4.8320 2.2244 -1.9829  0.29
17 H -4.2858 1.9686 -3.7253  0.31
18 H -4.0908 4.0794 -3.8919  0.31
19 C 1.3170 0.1432 0.2083  -0.76
20 C -0.0877 0.4245 -0.0829  -0.06
21 O -0.4871 -0.0003 -1.3829  -0.37
22 H 2.0342 0.7495 -0.3456  0.36
23 H 1.5309 -0.8972 -0.0454  0.27
24 H 1.4741 0.2823 1.2790  0.21
25 H -0.1494 1.5000 -0.2640  -0.11
26 H -0.7811 0.0064 0.6468  0.16
27 H -0.8102 -0.9069 -1.3085  0.21
28 C 1.0324 4.3329 -0.4232  -0.50
29 C 1.5301 5.7294 -0.9188  -0.54
30 O 2.7731 6.0519 -0.2701  -0.51
31 H 0.1705 4.0170 -1.0147  0.16
32 H 0.7844 4.3939 0.6351  0.26
33 H 1.7251 3.5136 -0.6223  0.21
34 H 0.7662 6.4573 -0.6468  0.32
35 H 1.5858 5.7797 -2.0071  0.30
36 H 3.4348 5.5311 -0.7331  0.30
37 C 3.3915 -3.1289 4.2411  -1.21
38 C 2.7390 -2.4912 3.0414  -0.23
39 O 2.0349 -1.3054 3.3733  -0.43
40 H 3.6980 -4.1518 4.0157  0.38
41 H 2.6089 -3.1165 5.0016  0.29
42 H 4.2735 -2.7099 4.7288  0.27
43 H 2.1064 -3.2849 2.6384  0.37
44 H 3.4260 -2.3940 2.1956  0.28
45 H 2.6603 -0.5705 3.3635  0.36
46 C 6.0692 0.9381 4.1434  -1.11
47 C 5.4176 0.2498 2.8848  -0.12
48 O 4.0490 0.6178 2.8564  -0.53
49 H 6.0547 0.3369 5.0522  0.28
50 H 5.6878 1.9442 4.3063  0.29
51 H 7.1400 0.9745 3.9293  0.37
52 H 5.4498 -0.8188 3.0993  0.13
53 H 5.9727 0.5384 1.9939  0.40
54 H 3.7621 1.0280 2.0371  0.24
55 C -1.9343 -1.3088 -4.6791  -0.38
56 C -0.9135 -0.3415 -5.1691  -0.39
57 O 0.1045 -0.1007 -4.2406  -0.53
58 H -1.5113 -2.3141 -4.6805  0.26
59 H -2.8730 -1.3339 -5.2347  0.41
60 H -2.2310 -1.0451 -3.6633  -0.22
61 H -1.2783 0.6683 -5.3752  0.24
62 H -0.4199 -0.7408 -6.0560  0.32
63 H -0.1643 0.0142 -3.3214  0.44
64 C -1.3097 -2.3204 2.8038  -1.06
65 C -2.8011 -2.3701 2.5132  -0.19
66 O -3.4251 -2.0046 3.7179  -0.52
67 H -0.9672 -1.2892 2.9035  0.32
68 H -0.6214 -2.8013 2.1074  0.29
69 H -1.0508 -2.7783 3.7597  0.44
70 H -3.0619 -3.4042 2.2724  0.25
71 H -2.9379 -1.7985 1.5928  0.16
72 H -4.3338 -2.3160 3.6972  0.30

=====

Result of the stability comparison: *1* is the least stable of them.

=====

*1*
Here is the molecule C3H3NS2 from the OMol25 dataset. Energies are from wB97M-V/def2-TZVPD.

## Properties
spin multiplicity = 1
HOMO level = -8.98 eV
LUMO = -1.5 eV

Last column: Mulliken charge in e.
Geometry (Å):
1 C 2.3457 1.2733 -0.0005  0.54
2 C 2.3502 -0.0856 0.0241  -0.01
3 C -1.8516 -0.2746 -0.0379  -0.77
4 N 2.4319 2.4300 -0.0050  -0.34
5 S -0.5926 -1.6763 0.1441  -0.16
6 S 1.6066 -1.4092 0.0294  -0.13
7 H -1.6214 0.1912 -0.8682  0.31
8 H -1.8895 0.3584 0.8528  0.27
9 H -2.7793 -0.8072 -0.1390  0.30

=====

*2*
Here is a cluster of 2 separate species, C3H3NS2 in total from the OMol25 dataset. Energies are from wB97M-V/def2-TZVPD.

## Properties
spin multiplicity = 1
HOMO level = -8.33 eV
LUMO = -0.2 eV
SMILES = C=C=S.N=C=S

Last column: Mulliken charge in e.
Geometry (Å):
1 C 0.4556 1.1764 -0.0158  0.63
2 C -0.7976 -1.2430 0.1455  0.31
3 C 0.5174 -1.0974 0.1903  -0.84
4 N -0.5830 1.2566 -0.6514  -0.43
5 S 1.7310 1.4548 0.7654  -0.42
6 S -2.3329 -1.0398 0.0094  -0.29
7 H 1.0730 -1.3050 -0.6270  0.42
8 H 1.0883 -1.2417 1.1553  0.35
9 H -1.1519 2.0392 -0.9716  0.26

=====

Result of the stability comparison: *1* is the least stable of them.